No. 1
{
  "formula": "C28H32B2BeBr2Cl6CsF2MgO20PS",
  "method": "ωB97M-V/def2-TZVPD",
  "orbital_gap_ev": 2.97,
  "e_tot_ha": -11724.02535,
  "max_force_ha_per_bohr": 0.089,
  "homo_energy_ev": -7.54,
  "e_lumo_ev": -4.57,
  "symbols": ["C", "C", "C", "C", "S", "C", "C", "O", "C", "C", "C", "C", "C", "C", "C", "Br", "C", "C", "Br", "H", "H", "H", "H", "H", "H", "H", "H", "H", "H", "H", "H", "H", "H", "H", "H", "H", "H", "H", "O", "P", "O", "O", "O", "Be", "Mg", "C", "Cl", "Cl", "Cl", "H", "B", "O", "C", "O", "C", "O", "O", "O", "C", "O", "C", "O", "O", "C", "C", "O", "C", "O", "O", "C", "H", "H", "H", "H", "H", "H", "H", "H", "Cl", "B", "O", "C", "O", "C", "O", "O", "F", "F", "Cl", "C", "C", "Cl", "H", "H", "H", "H", "Cs"],
  "positions_angstrom": [[6.096, 0.716, -0.212], [5.244, -0.623, -0.094], [3.968, -0.520, -1.049], [2.691, -0.872, -0.241], [4.326, -1.749, -2.398], [5.459, -0.827, -3.528], [5.103, -0.973, -5.027], [5.164, -2.072, -5.502], [4.743, 0.274, -5.836], [4.688, 1.562, -5.243], [4.322, 2.699, -6.036], [3.996, 2.463, -7.392], [4.048, 1.191, -8.015], [4.427, 0.084, -7.211], [2.834, -2.268, -3.276], [2.531, -4.190, -3.276], [1.938, -1.469, -3.919], [2.098, 0.048, -3.969], [0.427, -2.281, -4.813], [6.490, 0.853, -1.243], [5.457, 1.584, 0.052], [6.933, 0.663, 0.508], [4.967, -0.865, 0.943], [5.917, -1.436, -0.457], [3.942, 0.521, -1.426], [1.864, -1.111, -0.929], [2.828, -1.692, 0.488], [2.367, 0.026, 0.328], [5.609, 0.214, -3.186], [6.477, -1.347, -3.393], [4.902, 1.776, -4.184], [4.315, 3.703, -5.546], [3.688, 3.324, -8.015], [3.816, 1.006, -9.069], [4.492, -0.934, -7.618], [2.913, 0.443, -3.346], [2.181, 0.356, -5.034], [1.132, 0.483, -3.620], [-0.533, -2.222, -1.093], [-1.404, -0.991, -1.022], [-2.507, -1.028, -2.161], [-0.554, 0.247, -1.163], [-2.117, -0.977, 0.317], [7.577, -2.804, -3.830], [3.481, 5.150, -5.365], [-4.348, -2.879, -4.086], [-4.343, -1.826, -5.513], [-5.984, -3.307, -3.627], [-3.366, -4.325, -4.371], [-3.910, -2.327, -3.262], [-2.380, -1.674, 4.990], [-1.074, -1.244, 4.436], [-1.007, -1.677, 3.188], [-0.081, -1.501, 2.445], [-2.282, -2.409, 2.859], [-2.551, -2.916, 1.804], [-3.070, -2.406, 3.908], [-2.188, -2.521, 6.180], [-2.809, -1.933, 7.202], [-2.846, -2.359, 8.319], [-3.448, -0.663, 6.716], [-4.085, 0.111, 7.372], [-3.191, -0.520, 5.418], [-5.888, 1.303, 3.674], [-4.708, 2.102, 4.187], [-4.657, 3.418, 3.568], [-5.503, 4.304, 4.039], [-6.293, 4.153, 4.921], [-5.337, 5.454, 3.323], [-6.264, 6.482, 3.668], [-5.877, 1.258, 2.583], [-5.865, 0.289, 4.070], [-6.834, 1.764, 3.964], [-3.785, 1.596, 3.914], [-4.720, 2.189, 5.274], [-6.256, 6.682, 4.742], [-7.263, 6.206, 3.337], [-5.966, 7.393, 3.148], [-2.129, -0.088, -3.724], [-6.385, -1.365, 1.888], [-6.748, -2.768, 1.564], [-6.189, -3.077, 0.405], [-6.286, -4.141, -0.146], [-5.421, -1.887, -0.101], [-4.792, -1.822, -1.129], [-5.537, -0.896, 0.761], [-5.661, -1.311, 3.092], [-7.541, -0.569, 1.986], [5.222, 0.707, 2.726], [5.191, 0.285, 4.460], [5.016, -1.198, 4.676], [3.403, -1.751, 4.188], [4.396, 0.857, 4.932], [6.141, 0.609, 4.884], [5.128, -1.432, 5.735], [5.754, -1.773, 4.118], [-3.719, 7.264, 3.394]],
  "mulliken_charge": [-1.441, -0.305, 0.649, -1.381, -0.100, 0.819, 0.561, -0.584, 0.126, -0.085, 0.150, 0.174, -0.818, -0.402, 0.154, -0.043, 0.402, -0.967, -0.020, 0.324, 0.386, 0.460, 0.453, 0.179, 0.407, 0.021, 0.343, 0.373, -0.309, -0.029, 0.206, -0.509, 0.264, 0.409, 0.453, 0.000, 0.382, 0.389, -0.370, 0.707, -0.219, -0.534, 0.105, -0.038, -0.151, 1.112, -0.172, -0.108, -0.160, -0.640, 1.068, -0.542, 0.619, -0.601, 0.785, -0.541, -0.435, -0.529, 0.218, -0.593, 0.747, -0.636, -0.222, -1.042, 0.099, -0.347, 0.563, -0.483, -0.528, -0.881, 0.250, 0.389, 0.380, 0.080, 0.354, 0.521, 0.284, 0.369, 0.015, 0.691, -0.507, 0.506, -0.630, 0.488, -0.451, -0.536, -0.255, -0.337, -0.139, -0.476, -0.616, -0.096, 0.332, 0.319, 0.369, 0.323, 1.027]
}

---

No. 2
{
  "formula": "C28H32BCl2N9S2SeTa",
  "method": "ωB97M-V/def2-TZVPD",
  "orbital_gap_ev": 6.52,
  "charge": 1,
  "e_tot_ha": -5778.99745,
  "max_force_ha_per_bohr": 0.011,
  "homo_energy_ev": -11.52,
  "e_lumo_ev": -5.00,
  "symbols": ["Ta", "C", "C", "C", "C", "C", "C", "N", "N", "B", "N", "C", "C", "C", "N", "C", "C", "C", "N", "C", "C", "C", "N", "C", "C", "C", "H", "H", "H", "H", "H", "H", "H", "H", "H", "H", "H", "H", "H", "H", "H", "H", "H", "H", "H", "H", "H", "H", "H", "H", "H", "H", "H", "H", "S", "C", "C", "C", "C", "N", "C", "C", "C", "S", "C", "N", "H", "H", "Cl", "C", "Cl", "H", "H", "Se", "C", "N"],
  "positions_angstrom": [[-0.150, 0.051, 0.329], [4.654, 0.631, 0.320], [3.694, 1.584, 1.045], [3.084, 2.653, 0.144], [2.766, 0.856, 1.998], [3.191, 0.643, 3.306], [2.142, 0.047, 3.966], [1.141, -0.103, 3.107], [1.494, 0.370, 1.869], [-0.273, -0.557, 3.443], [-0.593, -1.849, 2.676], [-0.851, -3.042, 3.194], [-1.200, -3.896, 2.170], [-1.153, -3.143, 1.004], [-0.766, -1.871, 1.316], [-1.537, -3.753, -0.324], [-2.955, -3.367, -0.760], [-0.467, -3.686, -1.415], [-1.306, 0.527, 3.058], [-2.218, 1.007, 3.900], [-3.152, 1.719, 3.188], [-2.770, 1.638, 1.853], [-1.611, 0.920, 1.771], [-3.644, 2.238, 0.774], [-3.785, 1.448, -0.523], [-3.363, 3.727, 0.541], [5.400, 1.220, -0.216], [4.146, -0.007, -0.397], [5.177, -0.007, 1.034], [4.322, 2.137, 1.749], [2.412, 2.252, -0.606], [3.895, 3.163, -0.378], [2.540, 3.397, 0.727], [4.145, 0.928, 3.714], [2.027, -0.257, 4.993], [-0.355, -0.752, 4.617], [-0.778, -3.201, 4.258], [-1.473, -4.934, 2.243], [-1.613, -4.814, -0.072], [-3.082, -2.311, -0.977], [-3.670, -3.632, 0.020], [-3.219, -3.932, -1.655], [-0.443, -2.743, -1.953], [-0.640, -4.481, -2.141], [0.520, -3.841, -0.982], [-2.149, 0.790, 4.953], [-4.024, 2.219, 3.570], [-4.630, 2.198, 1.245], [-4.702, 1.759, -1.024], [-2.964, 1.632, -1.210], [-3.857, 0.376, -0.335], [-2.385, 3.892, 0.097], [-3.414, 4.285, 1.476], [-4.116, 4.132, -0.135], [-0.356, 2.232, -0.614], [0.263, 1.959, -2.240], [-0.133, 2.802, -3.273], [0.334, 2.590, -4.559], [-0.103, 3.459, -5.616], [-0.462, 4.170, -6.442], [1.217, 1.529, -4.818], [1.620, 0.694, -3.790], [1.138, 0.896, -2.500], [1.671, -0.133, -1.191], [1.709, 1.291, -6.147], [2.112, 1.077, -7.201], [-0.819, 3.617, -3.083], [2.300, -0.121, -3.997], [2.678, -2.810, 0.758], [3.604, -3.820, -0.384], [3.338, -3.394, -2.074], [3.295, -4.847, -0.235], [4.654, -3.684, -0.157], [-2.435, -0.482, -3.739], [-1.759, -0.598, -2.185], [-1.304, -0.689, -1.077]],
  "mulliken_charge": [1.019, -1.232, 0.531, -1.532, 0.045, -1.333, -0.332, 0.531, 0.070, -0.175, 0.220, -0.290, -1.398, 0.202, 0.355, 0.548, -1.252, -1.049, 0.188, -0.202, -1.419, -0.077, 0.135, 0.674, -1.241, -1.280, 0.414, 0.179, 0.363, 0.469, 0.171, 0.514, 0.368, 0.545, 0.532, -0.134, 0.515, 0.509, 0.509, 0.005, 0.413, 0.408, 0.087, 0.472, -0.007, 0.494, 0.534, 0.445, 0.540, -0.061, 0.291, 0.233, 0.414, 0.387, -0.214, 0.594, -1.184, 0.577, -0.438, -0.457, 0.395, -1.045, 0.467, 0.117, -0.433, -0.453, 0.619, 0.626, 0.019, -0.632, -0.115, 0.404, 0.382, 0.059, 0.565, -0.170]
}

---

No. 3
{
  "formula": "C28H32CaN5O2S2",
  "method": "ωB97M-V/def2-TZVPD",
  "orbital_gap_ev": [4.84, 3.66],
  "charge": -1,
  "e_tot_ha": -2984.45980,
  "max_force_ha_per_bohr": 0.060,
  "homo_energy_ev": [-2.69, -2.68],
  "e_lumo_ev": [2.15, 0.97],
  "symbols": ["Ca", "C", "C", "N", "C", "C", "N", "C", "C", "N", "C", "C", "N", "C", "C", "C", "C", "C", "C", "C", "N", "H", "H", "H", "H", "H", "H", "H", "H", "H", "H", "H", "H", "H", "H", "H", "H", "H", "H", "H", "H", "H", "H", "H", "O", "C", "O", "C", "C", "C", "C", "C", "C", "S", "H", "H", "H", "H", "S", "C", "C", "C", "C", "C", "C", "H", "H", "H", "H", "H"],
  "positions_angstrom": [[-3.005, -8.394, 12.742], [-5.881, -5.491, 10.706], [-5.020, -6.621, 11.233], [-3.710, -6.648, 11.441], [-2.734, -5.765, 10.753], [-1.512, -6.621, 10.298], [-1.000, -7.397, 11.471], [0.055, -8.376, 11.024], [0.179, -9.658, 11.898], [-1.120, -10.286, 11.908], [-1.252, -11.496, 12.677], [-2.694, -12.014, 12.622], [-3.636, -10.884, 12.758], [-4.932, -11.148, 12.830], [-5.610, -12.477, 12.847], [-5.827, -10.004, 12.451], [-7.254, -9.997, 12.643], [-7.859, -8.722, 12.612], [-7.172, -7.551, 12.306], [-5.796, -7.712, 11.876], [-5.197, -8.875, 12.177], [-6.421, -5.043, 11.575], [-6.714, -5.881, 10.014], [-5.327, -4.741, 10.104], [-2.389, -4.933, 11.426], [-3.150, -5.323, 9.851], [-0.702, -5.970, 9.927], [-1.832, -7.338, 9.492], [-0.410, -6.719, 12.009], [1.095, -7.952, 10.992], [-0.108, -8.718, 9.950], [0.407, -9.366, 12.908], [1.056, -10.208, 11.545], [-1.443, -10.333, 10.944], [-1.015, -11.223, 13.722], [-0.609, -12.300, 12.337], [-2.795, -12.742, 13.515], [-3.003, -12.418, 11.669], [-4.949, -13.360, 13.042], [-6.162, -12.565, 11.917], [-6.328, -12.568, 13.676], [-7.938, -10.834, 13.007], [-8.944, -8.672, 12.756], [-7.551, -6.542, 12.239], [-0.880, -8.256, 14.644], [-1.857, -8.143, 15.421], [-3.015, -8.349, 15.041], [-1.629, -7.743, 16.880], [-2.270, -6.807, 17.693], [-1.662, -6.383, 18.895], [-0.464, -6.884, 19.366], [0.145, -7.905, 18.602], [-0.460, -8.465, 17.455], [0.036, -9.965, 16.858], [-3.218, -6.375, 17.371], [-2.242, -5.748, 19.513], [0.072, -6.539, 20.296], [1.138, -8.211, 18.892], [-4.295, -11.770, 17.189], [-4.529, -13.440, 16.926], [-5.838, -13.996, 17.032], [-6.092, -15.323, 16.528], [-5.051, -16.136, 16.077], [-3.749, -15.586, 16.069], [-3.489, -14.281, 16.559], [-6.631, -13.365, 17.370], [-7.135, -15.614, 16.516], [-5.136, -17.162, 15.683], [-2.937, -16.202, 15.659], [-2.535, -13.856, 16.559]],
  "mulliken_charge": [2.031, -1.315, 0.387, -0.385, -0.879, -0.763, -0.019, -0.998, -0.612, 0.116, -0.940, -0.726, 0.057, 0.699, -1.649, 0.497, -0.814, -0.519, -0.960, 0.431, -0.211, 0.266, 0.300, 0.347, 0.252, 0.463, 0.420, 0.345, 0.150, 0.339, 0.346, 0.249, 0.407, 0.247, 0.308, 0.420, 0.059, 0.600, 0.372, 0.412, 0.327, 0.192, 0.352, 0.242, -0.661, 0.949, -0.991, -0.016, -0.273, -0.419, -0.438, -0.353, 0.055, -0.170, 0.388, 0.371, 0.298, 0.375, -0.438, 0.382, -0.844, -0.188, -0.594, -0.088, -1.044, 0.395, 0.321, 0.305, 0.307, 0.524]
}